# C2H5NO

A 2-piece molecular cluster, C2H5NO overall (wB97M-V/def2-TZVPD, the OMol25 dataset).

Each line ends with the natural charge from an NBO analysis.
Cartesian coordinates (Å):
O 2.20052 0.82615 -0.08236  -0.5075
N -1.35495 -0.67174 0.05616  -0.6238
C 1.76270 -0.13426 0.47990  0.2884
C -1.23214 0.32848 -0.69726  -0.0304
H -1.79514 1.24782 -0.51593  0.1472
H 1.14388 -0.92981 0.04311  0.1226
H -2.19534 -0.67532 0.62577  0.3422
H -0.46392 0.36317 -1.46090  0.1696
H 1.93439 -0.35450 1.55150  0.0918

Output
Multiplicity = 1
Total charge = 0
Energy above the lowest of the compared OMol25 structures with the same formula, charge and spin = 242.4 kJ/mol
Structure (SMILES) = C=N.C=O
DFT total energy = -209.13000 hartree


# C6H10BrNO4

The molecule C6H10BrNO4 (wB97M-V/def2-TZVPD, the OMol25 dataset).

Each line ends with the natural charge from an NBO analysis.
Cartesian coordinates (Å):
Br -3.00164 0.55769 -0.90107  0.0923
O 0.66518 0.77378 -0.14928  -0.5598
O -0.79267 -0.60097 2.04618  -0.3770
O -1.66413 -1.80074 0.47758  -0.4151
O 0.67937 -1.54108 0.15415  -0.5321
N -1.44158 -0.54718 1.04470  0.3701
C -0.56917 1.48476 0.28317  0.0575
C 0.69042 -0.45933 -0.77765  0.3718
C -0.37211 -2.45831 0.07932  0.2249
C -1.75743 0.57232 0.47032  -0.0584
C 1.97627 -0.45209 -1.62793  -0.6179
C -0.03252 2.36282 1.39638  -0.6400
H -0.22952 -3.28301 0.83928  0.2035
H -0.16762 -0.42500 -1.43969  0.1471
H 1.86047 0.29873 -2.34626  0.2166
H 0.83786 1.76457 1.77286  0.2507
H -0.72189 2.64268 2.25298  0.2336
H -0.83528 2.09926 -0.61478  0.2069
H 2.08318 -1.44839 -1.97948  0.2097
H 0.46069 3.28579 0.91246  0.2182
H -0.43413 -2.68915 -0.94580  0.1720
H 2.76625 -0.13713 -0.94741  0.2255

Output
Multiplicity = 1
Total charge = 0
Energy above the lowest of the compared OMol25 structures with the same formula, charge and spin = 383.7 kJ/mol
Structure (SMILES) = C[C@H]1OCO/[N+]([O-])=C(\Br)[C@@H](C)O1
DFT total energy = -3164.13607 hartree


# C27H18Cl2KN6O2

C27H18Cl2KN6O2 as an isolated structure (wB97M-V/def2-TZVPD, the OMol25 dataset).

Each line ends with the natural charge from an NBO analysis.
Cartesian coordinates (Å):
K 1.38773 -0.08931 0.40604  0.9010
Cl -1.74207 0.36699 -6.11046  -0.0194
Cl -4.14477 -0.26581 -4.16016  -0.0279
O -2.88937 0.19889 2.27244  -0.5267
O 2.52053 0.23199 -3.95856  -0.7097
N -0.44907 2.34949 0.74814  -0.8367
N 3.73563 0.37089 -0.62456  -0.4481
N -0.39437 -1.86881 0.84394  -0.6705
N -0.88527 0.21369 -0.23926  -0.5707
N 0.66173 0.55159 2.75444  -0.4445
N 1.31383 0.42759 -1.97486  -0.6962
C -3.06147 -2.58911 0.22814  -0.1411
C 1.05423 0.32949 5.10564  -0.2776
C -1.05697 0.16949 -1.64116  0.1720
C -1.41397 1.28349 0.59244  0.2180
C -1.36087 -0.87061 0.70374  0.3458
C -0.20677 0.38379 -3.89386  -0.2395
C -2.77057 -1.30561 0.54494  -0.2101
C -0.30937 0.15819 5.32734  -0.1750
C -3.65497 -0.24401 1.13744  0.0390
C 1.47033 0.51959 3.80114  0.0369
C -2.76807 1.76259 0.12444  -0.2042
C -1.16207 0.17859 4.24944  -0.2313
C 3.70233 0.35839 -1.95336  0.1451
C -0.74247 -3.08681 0.46584  0.0863
C -0.64677 0.37959 2.95674  0.2063
C 6.12793 0.26629 -0.70866  -0.2741
C 6.09803 0.26029 -2.09716  -0.1817
C 4.87203 0.31639 -2.72156  -0.2205
C 2.40193 0.34449 -2.72826  0.5910
C 0.05983 0.33779 -2.51066  0.1456
C -2.31197 -0.06081 -2.19066  -0.2350
C -1.99937 -3.49781 0.07034  -0.4681
C -2.53857 -0.01841 -3.55346  -0.0992
C -1.56557 0.30939 1.80884  0.2038
C -1.47747 0.23869 -4.40216  -0.0713
C 4.91993 0.33329 -0.03406  0.0267
C -3.83337 0.99069 0.29284  -0.1994
H 0.62043 0.52489 -4.56956  0.2633
H 2.52043 0.66619 3.57654  0.1782
H 4.76853 0.32159 -3.79636  0.2514
H -0.26117 2.74579 -0.16946  0.3677
H 7.01323 0.21459 -2.67296  0.2058
H 0.06473 -3.81241 0.50534  0.1655
H 4.90023 0.36229 1.05014  0.1772
H -4.08907 -2.91961 0.12384  0.1905
H 7.06363 0.21659 -0.17026  0.2079
H -4.61087 -0.62491 1.50654  0.1946
H -2.18127 -4.51771 -0.23176  0.1962
H -0.69507 0.01779 6.32904  0.2063
H -4.81037 1.23819 -0.09716  0.2072
H -3.13707 -0.29991 -1.54306  0.2407
H -0.83417 3.07569 1.34184  0.3555
H 1.75973 0.30809 5.92234  0.2084
H -2.80847 2.70479 -0.41056  0.2038
H -2.22407 0.04369 4.37424  0.2409

Output
Multiplicity = 1
Total charge = -1
Energy above the lowest of the compared OMol25 structures with the same formula, charge and spin = 366.6 kJ/mol
DFT total energy = -3039.08417 hartree


# C7H10

The molecule C7H10 (wB97M-V/def2-TZVPD, the OMol25 dataset).

Each line ends with the natural charge from an NBO analysis.
Cartesian coordinates (Å):
C 1.58568 -1.22525 -0.13849  -0.6203
C -1.06135 -0.88939 0.12300  -0.3835
C -1.53000 0.44175 -0.43993  -0.2306
C -0.62738 1.52198 0.14772  -0.2308
C 0.37520 -0.31768 0.01174  -0.0132
C 0.37894 0.82993 1.05051  -0.3834
C -0.18377 0.72018 -1.04186  -0.2444
H -1.22620 -1.70276 -0.59229  0.2044
H -1.40169 -1.19894 1.12062  0.1901
H -2.50261 0.69351 -0.85166  0.2223
H 1.30972 -2.28213 -0.04654  0.2139
H 0.09911 0.57716 2.08319  0.1904
H -0.94191 2.56047 0.16395  0.2219
H 2.06537 -1.09613 -1.11508  0.2179
H 0.11984 1.01031 -2.04100  0.2282
H 1.33892 1.35821 1.03828  0.2037
H 2.34217 -1.00928 0.62614  0.2135

Output
Multiplicity = 1
Total charge = 0
Energy above the lowest of the compared OMol25 structures with the same formula, charge and spin = 228.4 kJ/mol
Structure (SMILES) = C[C@]12C[C@@H]3[C@H](C1)[C@@H]32
DFT total energy = -272.63101 hartree


# C4H5Cl2NO

The molecule C4H5Cl2NO (wB97M-V/def2-TZVPD, the OMol25 dataset).

Each line ends with the natural charge from an NBO analysis.
Cartesian coordinates (Å):
Cl -1.78924 1.85773 -0.39078  -0.0117
Cl -4.04976 -0.48630 0.01426  0.0618
O 0.27498 -1.49023 -0.60979  -0.6300
N 0.87455 0.56986 0.07659  -0.5790
C -2.38952 -0.75786 -0.00367  -0.2051
C -0.01405 -0.35161 -0.21247  0.6121
C -1.43071 0.13522 -0.09440  -0.1464
C 2.30766 0.33097 0.20144  -0.4233
H 2.40057 -0.38619 -0.59966  0.2322
H -2.10203 -1.85118 0.15278  0.2651
H 2.96858 1.13225 0.11749  0.2142
H 0.46627 1.52998 0.21777  0.4083
H 2.48270 -0.23263 1.13043  0.2018

Output
Multiplicity = 1
Total charge = 0
Energy above the lowest of the compared OMol25 structures with the same formula, charge and spin = 23.3 kJ/mol
Structure (SMILES) = CNC(=O)/C(Cl)=C/Cl
DFT total energy = -1205.78009 hartree


# C6H12O

The molecule C6H12O (wB97M-V/def2-TZVPD, the OMol25 dataset).

Each line ends with the natural charge from an NBO analysis.
Cartesian coordinates (Å):
O 0.41864 -1.13298 0.82584  -0.5665
C 1.46634 -0.52258 -1.10453  -0.4179
C -0.00373 -0.78677 -1.52734  -0.4432
C -1.38268 0.73349 0.09249  -0.4485
C 1.40785 -0.23633 0.38274  -0.0924
C -0.76534 1.09670 1.63391  -0.6543
C -0.78179 -0.66735 -0.21999  0.0975
H 1.92197 0.30637 -1.64297  0.2026
H 0.08163 1.75428 1.96453  0.2177
H 2.04430 -1.43305 -1.27081  0.2091
H -0.48351 0.09872 1.99715  0.2541
H -0.12268 -1.79804 -1.92393  0.2176
H -1.47823 -1.45688 0.02739  0.2084
H -1.29867 1.44591 -0.76864  0.2142
H -2.47482 0.68981 0.27772  0.2203
H 0.99829 0.75958 0.58208  0.1720
H -0.30003 -0.09311 -2.32568  0.2119
H 2.39322 -0.24156 0.87722  0.1941
H -1.64076 1.48380 2.12283  0.2034

Output
Multiplicity = 1
Total charge = 0
Energy above the lowest of the compared OMol25 structures with the same formula, charge and spin = 245.7 kJ/mol
Structure (SMILES) = CC[C@H]1CCCO1
DFT total energy = -310.96568 hartree


Please write out number 3 again, unchanged.
# C27H18Cl2KN6O2

C27H18Cl2KN6O2 as an isolated structure (wB97M-V/def2-TZVPD, the OMol25 dataset).

Each line ends with the natural charge from an NBO analysis.
Cartesian coordinates (Å):
K 1.38773 -0.08931 0.40604  0.9010
Cl -1.74207 0.36699 -6.11046  -0.0194
Cl -4.14477 -0.26581 -4.16016  -0.0279
O -2.88937 0.19889 2.27244  -0.5267
O 2.52053 0.23199 -3.95856  -0.7097
N -0.44907 2.34949 0.74814  -0.8367
N 3.73563 0.37089 -0.62456  -0.4481
N -0.39437 -1.86881 0.84394  -0.6705
N -0.88527 0.21369 -0.23926  -0.5707
N 0.66173 0.55159 2.75444  -0.4445
N 1.31383 0.42759 -1.97486  -0.6962
C -3.06147 -2.58911 0.22814  -0.1411
C 1.05423 0.32949 5.10564  -0.2776
C -1.05697 0.16949 -1.64116  0.1720
C -1.41397 1.28349 0.59244  0.2180
C -1.36087 -0.87061 0.70374  0.3458
C -0.20677 0.38379 -3.89386  -0.2395
C -2.77057 -1.30561 0.54494  -0.2101
C -0.30937 0.15819 5.32734  -0.1750
C -3.65497 -0.24401 1.13744  0.0390
C 1.47033 0.51959 3.80114  0.0369
C -2.76807 1.76259 0.12444  -0.2042
C -1.16207 0.17859 4.24944  -0.2313
C 3.70233 0.35839 -1.95336  0.1451
C -0.74247 -3.08681 0.46584  0.0863
C -0.64677 0.37959 2.95674  0.2063
C 6.12793 0.26629 -0.70866  -0.2741
C 6.09803 0.26029 -2.09716  -0.1817
C 4.87203 0.31639 -2.72156  -0.2205
C 2.40193 0.34449 -2.72826  0.5910
C 0.05983 0.33779 -2.51066  0.1456
C -2.31197 -0.06081 -2.19066  -0.2350
C -1.99937 -3.49781 0.07034  -0.4681
C -2.53857 -0.01841 -3.55346  -0.0992
C -1.56557 0.30939 1.80884  0.2038
C -1.47747 0.23869 -4.40216  -0.0713
C 4.91993 0.33329 -0.03406  0.0267
C -3.83337 0.99069 0.29284  -0.1994
H 0.62043 0.52489 -4.56956  0.2633
H 2.52043 0.66619 3.57654  0.1782
H 4.76853 0.32159 -3.79636  0.2514
H -0.26117 2.74579 -0.16946  0.3677
H 7.01323 0.21459 -2.67296  0.2058
H 0.06473 -3.81241 0.50534  0.1655
H 4.90023 0.36229 1.05014  0.1772
H -4.08907 -2.91961 0.12384  0.1905
H 7.06363 0.21659 -0.17026  0.2079
H -4.61087 -0.62491 1.50654  0.1946
H -2.18127 -4.51771 -0.23176  0.1962
H -0.69507 0.01779 6.32904  0.2063
H -4.81037 1.23819 -0.09716  0.2072
H -3.13707 -0.29991 -1.54306  0.2407
H -0.83417 3.07569 1.34184  0.3555
H 1.75973 0.30809 5.92234  0.2084
H -2.80847 2.70479 -0.41056  0.2038
H -2.22407 0.04369 4.37424  0.2409

Output
Multiplicity = 1
Total charge = -1
Energy above the lowest of the compared OMol25 structures with the same formula, charge and spin = 366.6 kJ/mol
DFT total energy = -3039.08417 hartree


What is the formula in the first record? C2H5NO